Entry from OMol25: one molecule with the formula C6H6Br2F2 in a non-equilibrium geometry (ωB97M-V with the def2-TZVPD basis set).

Net charge: 0
Total energy (Eh): -5579.81320
LUMO (spin up / spin down) (eV): -0.55 / -1.85
2S+1: 1
Frontier orbital gap (spin up / spin down) (eV): 8.813 / 6.946

Last column: natural (NBO) charge in e.
Geometry (Å):
C -1.895761 -0.418793 -0.084422  -0.184
C -1.736092 0.840088 -0.141380  -0.055
C -0.785655 -1.453016 -0.186782  -0.475
C 1.007713 0.554430 -0.373158  -0.077
C 0.678602 -0.885462 -0.211839  0.632
C 1.668682 1.482751 0.533533  -0.697
F 1.157459 -1.292586 1.043068  -0.365
F 1.428612 -1.729570 -1.104480  -0.363
Br -3.649732 -1.417174 0.112808  -0.009
Br -2.874149 2.389296 0.014866  0.119
H -0.782645 -2.055933 0.742950  0.259
H -0.908682 -2.102115 -0.965812  0.243
H 0.862284 0.890684 -1.412125  0.216
H 1.715886 1.163119 1.639700  0.256
H 1.421343 2.594448 0.247527  0.253
H 2.692132 1.439827 0.145544  0.248

Cartesian forces (eV/Å) of the 6 atoms listed first:
-0.3 -3.2 -0.2
-0.2 3.2 0.2
0.7 2.1 2.4
-2.6 0.0 -1.8
0.6 -2.0 1.4
0.8 1.0 0.6

Entry from OMol25: an isolated ion of composition C7H12N3O3S and charge +1 in a non-equilibrium geometry (ωB97M-V with the def2-TZVPD basis set).

Net charge: +1
Total energy (Eh): -1061.76699
LUMO (eV): -4.59
2S+1: 1
Frontier orbital gap (eV): 9.323
SMILES string: Cc1cn(S(=O)(=O)N(C)C)c(C=O)[nH+]1

Last column: natural (NBO) charge in e.
Geometry (Å):
C -3.302102 1.850170 0.252127  -0.638
C -2.250121 0.750028 0.254359  0.183
C -0.893917 0.918188 0.377640  -0.053
N -0.249145 -0.338926 0.426654  -0.529
S 1.577366 -0.566659 0.965492  2.413
O 1.539924 0.212717 2.138373  -0.836
O 1.723176 -2.060382 0.985227  -0.867
N 2.522376 -0.041244 -0.205806  -0.638
C 2.930551 1.339341 -0.189060  -0.404
C 2.186335 -0.548312 -1.555276  -0.469
C -1.294386 -1.292420 0.242835  0.294
C -1.098769 -2.738789 0.291291  0.355
O -2.020662 -3.464500 0.121589  -0.442
N -2.399630 -0.583334 0.164030  -0.441
H -3.363565 2.055085 1.318125  0.255
H -2.906102 2.695687 -0.270352  0.252
H -4.248226 1.401689 -0.234854  0.253
H -0.493592 1.896581 0.526954  0.252
H 2.084844 2.028459 -0.631447  0.189
H 2.957066 1.642917 0.755689  0.226
H 3.893279 1.481791 -0.662813  0.246
H 1.238686 -0.295767 -2.011877  0.216
H 2.979789 -0.440206 -2.328031  0.260
H 2.086746 -1.690194 -1.559703  0.250
H -0.040474 -2.953035 0.698830  0.205
H -3.159458 -1.258888 0.129993  0.467

Cartesian forces (eV/Å) of the 6 atoms listed first:
-0.5 -2.9 -0.2
1.0 1.0 -0.5
0.0 -1.2 0.4
-1.8 0.0 -0.6
-0.6 -5.6 0.0
0.6 0.5 -0.1

Entry from OMol25: one molecule with the formula C5H7NO in a non-equilibrium geometry (ωB97M-V with the def2-TZVPD basis set).

Net charge: 0
Total energy (Eh): -324.60375
LUMO (eV): 0.94
2S+1: 1
Frontier orbital gap (eV): 10.170
SMILES string: C[C@@]12C[C@@H]1C=NO2

Last column: natural (NBO) charge in e.
Geometry (Å):
C -1.412141 0.433392 -1.118927  -0.619
C -0.356215 0.216106 -0.023866  0.245
C -0.036605 -1.217905 0.382685  -0.439
C 0.997856 -0.279267 -0.097226  -0.344
C 1.677549 0.506116 0.940080  0.022
N 0.884808 1.243962 1.648746  -0.089
O -0.447341 1.183106 1.040457  -0.364
H -1.166803 -0.290491 -1.895336  0.213
H -1.482406 1.494113 -1.554233  0.228
H -2.476074 0.222830 -0.739628  0.226
H -0.145381 -1.485883 1.500867  0.238
H -0.377940 -1.875394 -0.413713  0.221
H 1.587399 -0.586342 -0.934866  0.236
H 2.753295 0.435658 1.264958  0.224

Cartesian forces (eV/Å) of the 6 atoms listed first:
-0.8 1.0 0.4
-3.1 0.7 0.1
-1.5 0.0 1.9
2.7 0.1 -0.3
0.0 0.5 1.9
-0.3 -0.3 -1.3

Entry from OMol25: one molecule with the formula C3H7N3O (ωB97M-V with the def2-TZVPD basis set).

Net charge: 0
Total energy (Eh): -357.93849
LUMO (spin up / spin down) (eV): 0.28 / 0.28
2S+1: 1
Frontier orbital gap (spin up / spin down) (eV): 6.933 / 6.932
SMILES string: C=N/C(N)=C(\[NH3+])[O-]

Last column: natural (NBO) charge in e.
Geometry (Å):
C -1.581205 0.448417 -0.999972  -0.256
N -0.345448 0.820634 -1.060193  -0.379
C 0.701464 0.100459 -0.561655  0.071
N 1.974144 0.263869 -1.172423  -0.813
C 0.714113 -0.562877 0.648547  0.478
N -0.661720 -0.523100 1.395900  -0.767
O 1.631833 -0.972610 1.360125  -0.678
H -2.355157 1.138824 -1.324903  0.186
H -1.896477 -0.581071 -0.784530  0.138
H 2.697400 0.324872 -0.459759  0.376
H 1.976230 1.100610 -1.744528  0.372
H -1.294998 0.168775 0.961919  0.428
H -1.126168 -1.430353 1.375786  0.419
H -0.434012 -0.296448 2.365685  0.424

Cartesian forces (eV/Å) of the 6 atoms listed first:
0.2 0.0 -0.3
-0.3 -0.1 0.0
0.1 0.0 0.2
-0.1 0.2 0.1
-0.1 0.0 0.0
0.0 -0.1 0.2

Entry from OMol25: C4H14N2P as an isolated structure in a non-equilibrium geometry (ωB97M-V with the def2-TZVPD basis set).

Net charge: +1
Total energy (Eh): -611.30021
LUMO (eV): -2.71
2S+1: 1
Frontier orbital gap (eV): 10.493

Last column: natural (NBO) charge in e.
Geometry (Å):
C -1.201955 -1.872028 -0.315481  -0.659
C -1.270481 1.393929 1.118741  -0.433
C -1.071850 -0.406439 -0.844612  -0.231
C 0.581408 1.302749 -0.355112  -0.052
N 1.825288 -0.015623 -0.777116  -0.944
N -0.443951 0.492921 0.260555  -0.443
P 2.375669 -0.421243 0.854900  0.455
H -1.621293 -2.002039 0.740723  0.231
H -1.832577 -2.458523 -1.049284  0.270
H -0.109082 -2.172907 -0.276879  0.224
H -1.080743 1.332667 2.168700  0.259
H -1.301614 2.439821 0.604541  0.251
H -2.331582 0.987281 0.977327  0.238
H -2.030731 0.094581 -1.121936  0.230
H -0.217195 -0.485845 -1.719364  0.285
H 1.081303 1.964032 0.297409  0.226
H 0.173569 1.724126 -1.345563  0.245
H 2.570560 0.482476 -1.394519  0.415
H 0.013223 -0.230750 0.806059  0.452
H 3.710563 -0.367622 0.604582  0.007
H 2.181478 -1.781558 0.766328  -0.026

Cartesian forces (eV/Å) of the 6 atoms listed first:
0.4 0.5 0.4
-3.6 0.2 -2.6
0.5 -0.4 -1.1
2.5 -2.9 -4.0
-1.3 4.0 0.1
0.4 -0.4 -0.7

Entry from OMol25: one molecule with the formula CH6NO3P in a non-equilibrium geometry (ωB97M-V with the def2-TZVPD basis set).

Net charge: 0
Total energy (Eh): -663.35403
LUMO (spin up / spin down) (eV): 0.95 / -3.40
2S+1: 3
Frontier orbital gap (spin up / spin down) (eV): 6.156 / 6.055

Last column: natural (NBO) charge in e.
Geometry (Å):
C -1.795187 0.051570 0.067188  -0.294
N 1.343090 -1.061199 0.837440  -0.847
O 1.884088 1.334622 0.040515  -0.982
O 1.217790 -0.485282 -1.535021  -0.975
O -0.789957 1.086787 0.002329  -0.686
P 0.993471 0.096393 -0.121426  1.887
H -1.500780 -0.784019 -0.707172  0.141
H -2.684925 0.568141 -0.169614  0.196
H -1.868830 -0.462998 1.162418  0.160
H 1.053015 -1.089025 1.760001  0.365
H 1.344995 2.120895 0.136482  0.536
H 0.803227 -1.375888 -1.473140  0.500

Cartesian forces (eV/Å) of the 6 atoms listed first:
2.3 -1.5 1.1
2.9 -4.3 1.1
2.4 1.4 0.0
1.1 -1.5 -2.3
-1.3 -0.3 0.6
-4.9 2.5 -0.6

In kJ/mol, the relative energy (zero: lowest compared OMol25 entry of this formula, charge and spin) values for the records above are, in order, 380.4, 0.0, 316.9, 292.4, 370.7, 172.5.